{
  "formula": "C24H29ClF6N2O12S2SiV",
  "method": "ωB97M-V/def2-TZVPD",
  "lumo_ev": [4.026, 4.025],
  "homo_lumo_gap_ev": [4.60, 7.77],
  "charge": -2,
  "relative_energy_ev": 1.562,
  "spin_multiplicity": 4,
  "symbols": ["V", "C", "O", "C", "C", "O", "C", "H", "H", "H", "H", "H", "H", "H", "H", "H", "H", "O", "C", "O", "C", "C", "C", "C", "C", "C", "N", "O", "O", "H", "H", "H", "H", "Cl", "C", "C", "C", "C", "C", "C", "C", "O", "O", "H", "H", "H", "H", "F", "C", "F", "F", "S", "O", "O", "N", "S", "O", "O", "C", "F", "F", "F", "C", "Si", "C", "C", "C", "H", "H", "H", "H", "H", "H", "H", "H", "H", "H", "H"],
  "coordinates": [[0.14, 0.87, -0.62], [0.34, 3.87, 1.19], [-0.46, 3.10, 0.28], [-1.75, 3.70, 0.12], [-2.27, 3.56, -1.30], [-2.97, 2.35, -1.49], [-4.31, 2.38, -1.07], [0.45, 4.88, 0.79], [1.31, 3.40, 1.29], [-0.13, 3.92, 2.18], [-1.67, 4.76, 0.37], [-2.43, 3.24, 0.84], [-1.43, 3.54, -1.99], [-2.90, 4.42, -1.54], [-4.86, 3.19, -1.59], [-4.41, 2.53, 0.01], [-4.75, 1.42, -1.34], [-0.92, 1.76, -4.39], [-0.87, 1.15, -3.34], [-0.12, 1.61, -2.32], [-1.56, -0.14, -3.12], [-1.61, -1.06, -4.18], [-2.11, -2.33, -4.02], [-2.61, -2.73, -2.76], [-2.63, -1.80, -1.70], [-2.10, -0.54, -1.89], [-3.07, -4.02, -2.57], [-2.96, -4.86, -3.52], [-3.57, -4.34, -1.44], [-1.21, -0.75, -5.14], [-2.10, -3.06, -4.82], [-3.04, -2.10, -0.75], [-2.14, 0.16, -1.06], [1.54, -6.36, -5.00], [1.24, -5.07, -3.85], [1.76, -3.81, -4.11], [1.53, -2.79, -3.20], [0.80, -3.05, -2.05], [0.28, -4.31, -1.81], [0.49, -5.33, -2.72], [0.51, -1.95, -1.08], [-0.01, -2.21, 0.02], [0.85, -0.77, -1.45], [2.32, -3.64, -5.02], [1.89, -1.79, -3.39], [-0.33, -4.47, -0.93], [0.06, -6.31, -2.57], [-2.32, 0.03, 2.73], [-1.44, 0.09, 3.74], [-0.69, -1.01, 3.71], [-2.13, 0.10, 4.88], [-0.47, 1.68, 3.56], [0.13, 0.08, 1.18], [-1.47, 2.68, 4.00], [0.53, 1.24, 4.82], [1.66, 2.28, 5.13], [2.67, 1.69, 5.96], [2.07, 3.07, 3.99], [0.91, 3.56, 6.24], [0.26, 4.51, 5.57], [1.89, 4.17, 6.94], [0.07, 3.02, 7.13], [2.71, -2.17, 1.41], [3.02, -0.36, 1.08], [3.98, 0.34, 2.52], [4.04, -0.14, -0.48], [1.46, 0.68, 0.92], [3.61, -2.59, 1.88], [2.49, -2.75, 0.52], [1.88, -2.31, 2.11], [4.96, -0.13, 2.62], [3.44, 0.19, 3.46], [4.13, 1.42, 2.42], [4.80, -0.92, -0.59], [4.54, 0.83, -0.47], [3.39, -0.17, -1.36], [1.55, 1.56, 1.55], [0.10, -0.90, 0.89]]
}

{
  "formula": "C5H3N",
  "method": "ωB97M-V/def2-TZVPD",
  "lumo_ev": [-1.671, -1.672],
  "homo_lumo_gap_ev": [7.32, 7.31],
  "relative_energy_ev": 5.851,
  "symbols": ["C", "C", "C", "C", "C", "N", "H", "H", "H"],
  "coordinates": [[0.58, 0.79, 0.18], [1.91, 0.67, -0.10], [-1.20, -0.86, -0.05], [0.26, -0.71, 0.15], [-0.91, 1.38, 0.05], [-1.79, 0.40, -0.03], [0.59, -1.08, -0.78], [0.86, -1.28, 0.79], [-1.16, 2.41, -0.25]]
}

{
  "formula": "C10H22O12S2V",
  "method": "ωB97M-V/def2-TZVPD",
  "lumo_ev": 2.438,
  "homo_lumo_gap_ev": 8.84,
  "charge": -1,
  "symbols": ["O", "V", "O", "C", "C", "O", "O", "H", "H", "H", "C", "C", "O", "O", "H", "H", "H", "O", "S", "O", "O", "C", "C", "C", "H", "H", "H", "H", "H", "H", "H", "H", "O", "S", "O", "O", "C", "C", "C", "H", "H", "H", "H", "H", "H", "H", "H"],
  "coordinates": [[0.90, -0.58, 1.18], [0.82, -1.66, 2.39], [1.45, -0.97, 3.64], [2.30, -5.51, 1.71], [1.95, -4.07, 2.04], [1.61, -3.71, 3.19], [1.98, -3.17, 1.15], [3.21, -5.72, 2.28], [2.33, -5.67, 0.64], [1.51, -6.15, 2.10], [-3.32, -2.13, 2.03], [-1.84, -1.99, 2.22], [-1.37, -1.06, 2.93], [-1.04, -2.76, 1.64], [-3.83, -1.22, 2.35], [-3.74, -2.99, 2.55], [-3.55, -2.31, 0.97], [3.78, 3.25, -1.01], [2.73, 2.36, -0.57], [2.54, 2.05, 0.81], [1.34, 3.01, -1.11], [1.38, 3.69, -2.35], [-0.04, 3.93, -2.83], [2.70, 0.80, -1.48], [1.87, 3.14, -3.16], [1.92, 4.63, -2.24], [-0.66, 4.54, -2.16], [-0.55, 2.96, -2.87], [-0.05, 4.36, -3.84], [1.76, 0.31, -1.25], [3.58, 0.24, -1.17], [2.79, 1.04, -2.54], [-3.98, -0.64, -1.36], [-2.73, 0.06, -1.54], [-2.51, 0.96, -2.65], [-2.47, 0.85, -0.18], [-1.37, 1.78, -0.14], [-1.21, 2.25, 1.28], [-1.35, -1.12, -1.56], [-1.56, 2.63, -0.81], [-0.46, 1.30, -0.50], [-0.52, 3.09, 1.39], [-0.82, 1.47, 1.92], [-2.13, 2.65, 1.71], [-1.28, -1.70, -0.64], [-0.49, -0.48, -1.69], [-1.57, -1.73, -2.43]]
}

{
  "formula": "C4H7NO2",
  "method": "ωB97M-V/def2-TZVPD",
  "lumo_ev": 0.767,
  "homo_lumo_gap_ev": 10.32,
  "relative_energy_ev": 3.630,
  "symbols": ["O", "N", "C", "C", "C", "C", "O", "H", "H", "H", "H", "H", "H", "H"],
  "coordinates": [[-0.54, 0.14, 2.36], [-1.27, 0.68, 1.27], [-0.60, 0.41, 0.23], [-0.68, 0.60, -1.28], [0.69, -0.13, -1.40], [0.53, -0.57, 0.05], [1.65, -0.73, 0.85], [-1.13, 0.20, 3.12], [-0.65, 1.65, -1.55], [-1.49, 0.10, -1.81], [1.51, 0.58, -1.55], [0.82, -0.94, -2.14], [-0.18, -1.43, 0.09], [1.36, -0.56, 1.76]]
}

{
  "formula": "C13H13NP",
  "method": "ωB97M-V/def2-TZVPD",
  "lumo_ev": -4.351,
  "homo_lumo_gap_ev": 7.30,
  "charge": 1,
  "relative_energy_ev": 2.611,
  "symbols": ["C", "P", "C", "C", "C", "C", "C", "N", "C", "C", "C", "C", "C", "C", "C", "H", "H", "H", "H", "H", "H", "H", "H", "H", "H", "H", "H", "H"],
  "coordinates": [[-0.27, 2.46, -1.37], [0.18, 1.34, 0.02], [-0.04, 2.25, 1.51], [1.65, 0.53, 0.02], [2.90, 0.34, -0.33], [3.57, -0.95, -0.21], [3.02, -2.09, 0.18], [1.71, -2.32, 0.25], [0.73, -1.61, 0.13], [-0.68, -1.36, 0.00], [-1.59, -2.43, 0.04], [-2.90, -2.12, 0.01], [-3.37, -0.84, -0.11], [-2.43, 0.20, -0.23], [-1.08, -0.03, -0.12], [0.45, 3.40, -1.31], [-1.42, 2.56, -1.14], [-0.06, 1.78, -2.18], [0.74, 3.15, 1.67], [0.03, 1.77, 2.50], [-0.94, 2.83, 1.78], [3.50, 1.12, -0.63], [4.70, -0.96, -0.36], [3.60, -3.01, 0.23], [-1.08, -3.45, 0.05], [-3.67, -2.88, 0.23], [-4.49, -0.88, -0.18], [-2.76, 1.20, -0.45]]
}

{
  "formula": "BrH14O7",
  "method": "ωB97M-V/def2-TZVPD",
  "lumo_ev": 3.203,
  "homo_lumo_gap_ev": 9.33,
  "charge": -1,
  "relative_energy_ev": 0.000,
  "symbols": ["Br", "O", "H", "H", "O", "H", "H", "O", "H", "H", "O", "H", "H", "O", "H", "H", "O", "H", "H", "O", "H", "H"],
  "coordinates": [[1.30, 0.46, -0.50], [-0.59, 2.97, 1.70], [-0.93, 2.32, 2.29], [0.10, 2.42, 1.26], [-0.57, -2.26, -0.61], [-0.48, -2.91, 0.12], [0.09, -1.53, -0.45], [-2.53, -0.71, 0.72], [-2.01, -1.31, 0.16], [-2.45, 0.16, 0.29], [1.58, -0.34, -3.93], [2.04, 0.41, -3.55], [0.96, -0.55, -3.19], [-0.95, 0.38, 2.94], [-1.65, -0.04, 2.36], [-0.10, 0.12, 2.59], [3.58, -2.24, -0.24], [3.40, -2.12, 0.74], [3.07, -1.54, -0.62], [-1.64, 1.94, -0.82], [-0.70, 1.66, -0.97], [-1.53, 2.74, -0.30]]
}